153
Properties=species:S:1:pos:R:3:forces:R:3:lowdin_charge:R:1 method="wB97M-V/def2-TZVPD" total_charge=-1 e_homo_ev=-4.893
Cl 1.762 -1.462 9.224 -0.26 -0.06 0.12 0.538
Cl 9.076 -8.229 -4.284 -0.13 -0.28 -0.12 0.561
Cl -10.884 3.785 -1.113 -0.25 -0.24 -0.41 0.480
Cl 9.011 -14.541 -5.685 -0.14 0.09 0.08 0.510
Cl -1.038 -0.406 -4.103 -0.12 0.31 -0.18 0.583
Cl -1.925 6.987 4.387 -0.26 0.15 -0.15 0.514
Cl -9.297 7.779 1.864 -0.02 0.06 -0.18 0.516
Cl -2.175 5.254 0.239 -0.21 0.16 0.09 0.562
Cl -1.176 2.318 7.633 -0.14 0.19 0.05 0.527
Cl -5.856 0.708 1.802 0.08 -0.62 -0.34 0.511
Cl -10.030 6.767 -0.765 0.04 0.46 0.15 0.479
Cl 8.204 -2.768 4.929 0.05 0.09 0.19 0.529
Cl -4.641 5.750 -1.228 0.00 -0.09 0.16 0.488
Cl -7.601 8.337 -0.435 -0.13 -0.01 0.05 0.497
Cl -4.892 8.292 -3.438 -0.01 0.25 0.00 0.505
Cl -6.842 0.654 -0.936 -0.01 -0.07 0.18 0.536
Cl -4.516 3.604 0.736 0.13 0.17 -0.01 0.503
Cl -1.658 5.090 6.884 0.11 -0.28 0.42 0.482
Cl -4.394 7.481 2.927 -0.05 0.20 0.24 0.563
Cl 0.645 -3.409 7.366 -0.30 0.06 0.33 0.556
Cl 6.731 -0.497 6.004 0.30 -0.11 0.08 0.568
Cl 7.047 -2.914 7.597 0.11 0.06 -0.03 0.513
Cl -11.358 1.955 -3.328 0.03 0.18 0.01 0.522
Cl -3.878 -0.764 -4.636 0.12 0.07 -0.06 0.528
Cl -1.147 14.620 -0.322 0.11 -0.11 -0.03 0.511
Cl -7.679 2.901 2.987 -0.50 0.46 0.05 0.498
Cl -0.051 13.294 -2.671 0.00 -0.02 0.16 0.513
Cl -10.279 3.829 2.061 0.08 -0.06 0.05 0.507
Cl -4.162 9.304 -0.806 0.01 0.13 -0.10 0.486
Cl 7.324 -10.329 -3.286 -0.01 0.07 -0.11 0.530
Cl -2.459 9.856 -3.102 -0.35 -0.24 -0.22 0.502
Cl -7.877 4.476 0.547 -0.05 -0.22 0.15 0.484
Cl 7.952 -10.185 -6.125 -0.06 0.03 0.11 0.521
Cl -13.062 4.290 -2.978 0.16 -0.01 -0.01 0.517
Cl -1.595 11.772 -0.728 0.32 0.41 0.26 0.490
Cl -4.272 5.332 4.885 -0.16 0.26 -0.24 0.513
Cl -1.939 -1.122 -6.779 -0.33 1.44 -0.26 0.587
Cl -8.563 -0.210 1.248 0.02 -0.16 -0.03 0.553
Cl 7.017 -15.094 -3.638 0.05 0.14 -0.11 0.514
Cl 6.197 -14.022 -6.217 0.13 0.05 0.14 0.507
Cl -1.350 4.372 9.689 -0.11 -0.04 -0.07 0.509
Cl 0.014 -3.574 10.204 -0.04 0.07 -0.02 0.499
S 1.261 -1.542 2.437 -1.80 -2.10 0.67 0.431
P 2.907 -0.216 2.028 1.67 0.65 -1.07 0.311
O -0.913 -4.695 -5.030 -0.71 1.90 -0.51 -0.257
O 2.271 1.205 2.863 -1.40 -0.81 0.19 -0.307
O 4.320 0.596 1.329 -0.81 1.32 -2.31 -0.322
O 1.852 0.367 0.725 1.33 2.22 -2.16 -0.414
N 6.082 -3.627 -2.446 1.29 -1.99 -1.86 -0.027
N 5.897 -5.733 -4.050 -0.08 0.94 0.92 0.029
N 7.947 -5.309 -2.792 -5.17 1.35 -1.20 0.090
C 6.641 -2.442 -3.211 0.17 0.75 -1.91 -0.242
C -6.898 -0.138 0.648 0.34 -0.01 -0.01 -1.486
C -1.043 2.016 -1.144 0.10 0.51 0.79 -0.216
C 3.386 -1.892 5.931 -0.82 0.68 1.03 -0.179
C -1.922 -2.481 -0.326 -0.24 0.69 0.58 -0.197
C 4.741 -2.035 3.247 0.65 0.96 -0.18 -0.166
C 4.147 0.145 -1.304 1.38 -0.01 -0.45 -0.172
C 3.974 -0.627 3.555 1.03 -0.24 0.74 -0.438
C -1.203 0.633 -0.256 -0.26 0.57 -0.62 -0.190
C 7.799 -1.855 6.392 -0.02 0.19 -0.09 -1.520
C -1.602 -3.958 -3.951 0.07 -0.47 0.52 -0.232
C 0.350 2.815 -0.790 -0.41 -0.88 0.70 -0.212
C -2.763 0.087 -0.227 0.75 -0.77 0.55 -0.215
C -2.811 -4.693 -1.667 0.68 -0.79 1.11 -0.215
C -2.328 -0.224 -5.302 0.08 0.11 0.09 -1.464
C 3.199 -0.560 4.987 0.63 -0.36 1.02 -0.266
C -3.695 6.953 4.466 0.12 -0.15 0.18 -1.502
C -9.264 8.095 0.122 -0.05 0.06 -0.07 -1.521
C -0.964 -3.802 -6.209 -0.11 -0.11 0.36 -0.191
C 7.467 -14.034 -4.983 0.00 0.06 0.02 -1.552
C 1.685 1.978 -1.305 -0.96 0.49 0.87 -0.132
C -0.464 13.114 -0.958 -0.04 -0.12 0.10 -1.530
C -2.739 -1.349 0.557 0.22 0.11 -0.42 -0.209
C -3.943 5.224 0.313 0.07 -0.10 0.08 -1.526
C 4.049 1.130 -0.015 -1.39 -0.54 -0.35 -0.288
C -2.586 -3.965 -0.220 -0.16 0.11 -0.19 -0.213
C -1.944 3.841 8.107 0.03 -0.08 -0.10 -1.533
C 5.518 -0.759 -1.359 -1.04 -0.63 0.00 -0.195
C 0.365 -2.485 8.851 0.06 0.01 -0.26 -1.520
C -4.124 9.618 -2.549 0.06 -0.01 -0.09 -1.513
C -1.425 -4.752 -2.524 -0.36 -0.21 -0.94 -0.155
C 5.858 -1.044 -2.941 -0.74 -0.37 1.04 -0.202
C 7.675 -9.250 -4.646 -0.01 0.15 -0.01 -1.517
C 2.464 1.523 0.056 1.36 1.05 -0.21 -0.331
C -11.424 3.642 -2.794 0.11 -0.04 0.03 -1.524
C -8.673 3.267 1.568 0.26 0.09 -0.01 -1.535
C 6.668 -4.888 -3.070 3.67 -1.30 0.86 -0.397
H 7.811 -2.355 -3.102 -2.49 -0.32 0.29 0.129
H 7.581 -13.019 -4.598 -0.03 -0.27 -0.12 -0.037
H 4.762 2.025 -0.204 -1.23 -1.34 0.37 0.148
H -6.529 -1.158 0.536 -0.12 0.29 0.03 0.016
H -1.930 2.709 -0.818 1.53 -1.26 -0.96 0.051
H -8.792 2.352 0.986 0.01 0.29 0.16 -0.055
H 1.299 1.299 2.618 2.01 -0.23 0.27 0.056
H 6.418 -0.117 -3.365 -0.81 -1.82 0.55 0.113
H -0.474 -0.136 -0.739 -1.41 1.07 1.12 0.100
H -1.224 -5.875 -2.806 -0.25 2.22 0.50 0.117
H 8.723 -1.456 6.814 -0.28 -0.15 -0.12 0.010
H 1.323 1.092 -1.964 0.81 1.43 1.11 0.101
H 3.213 -0.545 -1.451 1.74 1.24 0.58 0.125
H -2.218 -1.178 1.594 -0.95 -0.45 -1.93 0.114
H 3.660 0.333 5.607 -0.97 -1.62 -1.22 0.101
H 6.810 -8.604 -4.804 0.26 -0.12 0.07 0.007
H 0.354 3.925 -1.152 -0.13 -2.05 0.33 0.091
H 0.383 2.872 0.387 0.02 -0.08 -2.23 0.108
H -4.267 5.918 1.090 0.11 -0.32 -0.34 -0.080
H -4.018 7.645 5.246 0.08 -0.19 -0.26 0.021
H -2.733 -3.936 -4.249 1.87 0.14 0.68 0.119
H 2.551 -1.804 6.764 1.89 -0.20 -1.79 -0.036
H -3.191 -0.079 -1.309 0.78 0.44 1.97 0.100
H 3.411 -1.347 1.242 -0.41 0.38 0.27 0.007
H -0.114 -2.994 -6.103 -1.64 -1.53 -0.31 0.085
H -3.471 0.792 0.389 1.51 -1.06 -1.41 0.043
H -1.063 1.803 -2.304 -0.21 0.35 2.33 0.075
H -1.873 -2.080 -1.432 -0.14 -0.95 1.99 0.100
H 6.470 -2.696 -4.353 0.49 0.75 1.82 0.106
H 8.114 -6.195 -3.342 -0.52 1.45 0.57 -0.050
H -3.020 3.675 8.183 0.32 0.06 -0.01 0.016
H 5.136 -6.277 -3.598 0.58 0.84 -0.42 0.077
H -0.855 0.798 0.857 -0.58 -0.27 -2.28 0.121
H -10.750 4.228 -3.422 -0.20 -0.17 0.17 0.020
H -1.176 -2.874 -3.916 -0.87 -2.02 0.11 0.053
H -3.637 -3.917 0.299 1.97 0.02 -0.83 0.099
H 0.451 12.891 -0.406 -0.27 0.08 -0.18 0.018
H -0.853 -4.393 -7.200 0.03 0.77 1.85 0.099
H -3.819 -1.734 0.753 1.69 0.69 -0.34 0.078
H 5.052 -3.707 -2.547 0.97 0.40 -0.11 0.107
H -3.700 -4.237 -2.255 1.65 -0.51 0.96 0.104
H 4.405 -1.898 6.532 -2.00 -0.19 -1.55 0.026
H 5.246 -1.763 -0.806 0.79 1.88 -1.13 0.106
H -4.685 10.533 -2.745 0.16 -0.28 0.07 0.022
H 2.293 2.737 -1.942 -0.65 -1.58 1.13 0.112
H -3.106 -5.802 -1.426 0.38 2.04 -0.49 0.105
H 4.007 -2.904 3.017 1.28 1.46 0.60 0.066
H 5.540 -5.177 -4.851 0.07 -0.43 1.03 0.071
H -0.844 -2.496 0.108 -1.78 -0.03 -0.98 0.092
H 4.193 0.836 -2.260 -0.23 -1.06 1.87 0.111
H 3.178 -2.895 5.383 0.59 1.80 0.84 0.072
H -0.501 -1.840 8.696 0.26 -0.19 0.06 0.015
H -2.413 0.834 -5.556 0.02 -0.32 0.10 0.019
H 4.808 -1.100 -3.476 2.07 0.05 0.89 0.110
H 5.406 -1.847 2.291 -1.35 -0.44 1.83 0.081
H 2.062 -0.351 4.930 2.00 -0.38 -0.31 0.072
H 6.404 -0.286 -0.774 -1.59 -0.68 -1.16 0.119
H -1.998 -3.260 -6.229 2.08 -1.52 0.09 0.004
H -1.884 -4.604 0.466 -1.41 0.96 -1.40 0.116
H 1.428 -2.681 1.602 0.24 1.70 0.83 -0.152
H -9.828 9.009 -0.072 0.19 -0.27 0.08 0.016
H 2.508 2.544 0.642 -0.58 -2.12 -0.36 0.143
H 4.817 0.198 3.597 -1.70 -1.60 -0.23 0.107
H 5.482 -2.260 4.125 -1.57 0.06 -1.60 0.018
H -0.511 -4.351 -1.903 -1.86 -0.71 -1.28 0.124